# 1
Computed, not measured: a 2-piece molecular cluster, C2H4N2O3 overall, with the ωB97M-V functional and the def2-TZVPD basis.

## Properties
SMILES: N=C=O.O=NCO
Net charge: 0
LUMO in eV: -0.61
HOMO in eV: -9.712
Orbital gap in eV: 9.105

XYZ file:
```
11
Properties=species:S:1:pos:R:3:forces:R:3:nbo_charge:R:1
N 2.3809 -1.2150 -0.7117 1.4 5.2 -0.8 -0.76
C 2.2410 -0.0471 -0.4193 -1.5 -1.6 -0.2 0.87
O 1.9674 1.0890 -0.2502 0.9 -0.9 -0.1 -0.55
H 2.1334 -2.0910 -0.4584 -0.9 -2.7 1.1 0.43
O -0.9066 -1.6196 -0.4279 0.5 2.4 2.1 -0.30
N -0.6889 -0.7154 0.4009 0.9 -3.4 -1.7 0.13
C -1.4878 0.4509 0.1578 1.1 0.3 0.6 -0.01
O -1.4571 1.3202 1.1994 -0.9 0.4 1.6 -0.69
H -2.4112 0.0190 -0.0067 -2.5 -0.1 -0.4 0.19
H -1.1007 0.9516 -0.6725 0.5 0.3 -2.1 0.19
H -0.6705 1.8575 1.1887 0.4 0.1 -0.1 0.48
```
Forces are in eV/Å.


# 2
Computed, not measured: one molecule with the formula C2H4N2O3, with the ωB97M-V functional and the def2-TZVPD basis.

## Properties
SMILES: NN(O)C(=O)C=O
Net charge: 0
LUMO in eV: -0.56
HOMO in eV: -9.729
Orbital gap in eV: 9.165

XYZ file:
```
11
Properties=species:S:1:pos:R:3:forces:R:3:nbo_charge:R:1
N -1.2346 1.3152 0.2267 -1.0 -0.1 -0.3 -0.64
N -0.1857 0.5054 -0.1403 0.0 -0.1 0.1 -0.07
O -0.0191 0.3330 -1.5550 0.6 0.3 0.0 -0.57
C -0.1394 -0.7512 0.5425 0.6 1.9 -0.4 0.57
O -0.9945 -1.2073 1.2438 0.3 0.0 -0.2 -0.49
C 1.3329 -1.1472 0.5637 0.8 -2.2 -1.4 0.35
O 2.1289 -1.0727 -0.3581 -1.2 0.4 1.5 -0.48
H -2.1408 0.8804 0.0230 0.3 0.1 -0.1 0.35
H -1.1801 2.1958 -0.2777 0.2 -0.2 0.2 0.37
H 0.8869 0.6784 -1.7474 -0.9 -0.4 0.4 0.49
H 1.5456 -1.7298 1.4789 0.3 0.3 0.2 0.14
```
Forces are in eV/Å.


# 3
Computed, not measured: one molecule with the formula C2H4N2O3S, with the ωB97M-V functional and the def2-TZVPD basis.

## Properties
Net charge: 0
LUMO in eV: -2.26
HOMO in eV: -11.012
Orbital gap in eV: 8.757

XYZ file:
```
12
Properties=species:S:1:pos:R:3:forces:R:3:nbo_charge:R:1
C 0.7955 -0.1799 0.7078 2.9 -0.2 -2.8 0.65
C 1.3576 -1.4590 -0.1300 0.6 0.0 0.1 -0.69
N -1.5037 1.6600 0.8201 2.5 -0.4 -0.1 -0.70
N -0.4835 0.0188 0.3819 -4.4 1.2 -0.2 -0.53
O 1.5630 0.5020 1.2996 0.2 0.2 1.3 -0.50
O -0.3479 1.8609 -1.4172 0.8 0.7 -0.1 -0.88
O -2.3612 0.5524 -1.3122 -1.4 -0.9 -0.3 -0.88
S -1.2656 1.1215 -0.6528 1.3 -0.8 0.2 2.41
H 0.6730 -2.0967 -0.6903 -0.6 0.2 0.5 0.23
H 1.7767 -2.0501 0.7269 0.1 0.3 -1.1 0.25
H 2.1202 -1.2129 -0.9737 -1.0 0.3 2.1 0.26
H -2.3242 1.2830 1.2399 -0.9 -0.8 0.3 0.39
```
Forces are in eV/Å.


# 4
Computed, not measured: a 3-piece molecular cluster, C2H4N2O3S overall, with the ωB97M-V functional and the def2-TZVPD basis.

## Properties
Net charge: 0
LUMO in eV: -0.29
HOMO in eV: -10.491
Orbital gap in eV: 10.201

XYZ file:
```
12
Properties=species:S:1:pos:R:3:forces:R:3:nbo_charge:R:1
C 1.0681 1.6498 -0.5458 1.3 0.1 0.9 0.17
C -0.5871 -1.0162 0.4087 -0.1 -0.6 -1.1 0.03
N 2.0893 1.4661 -0.0641 -0.4 0.6 -0.3 -0.42
N -0.8804 -0.1476 -0.6811 0.5 -0.8 -3.8 -0.37
O 3.6481 -0.8074 -1.1444 0.0 0.8 1.4 -0.87
O 3.3242 -1.1632 1.2553 -0.1 0.6 -0.2 -0.87
O -1.8798 -0.4977 0.2506 -0.8 0.1 0.7 -0.36
S 3.7641 -0.2717 0.2092 0.8 -1.9 -1.1 1.69
H 0.0582 1.6639 -0.7884 -1.3 0.2 -0.7 0.26
H -0.9393 -0.7257 -1.6576 -0.4 1.3 2.9 0.34
H -0.6481 -2.0734 0.0960 1.0 0.4 1.0 0.19
H 0.1281 -0.5461 1.0949 -0.5 -0.8 0.3 0.20
```
Forces are in eV/Å.


# 5
Computed, not measured: C2H4N2OS as an isolated structure, with the ωB97M-V functional and the def2-TZVPD basis.

## Properties
Net charge: 0
LUMO (spin up / spin down) in eV: -1.22 / -1.23
HOMO (spin up / spin down) in eV: -9.186 / -9.182
Orbital gap (spin up / spin down) in eV: 7.961 / 7.955

XYZ file:
```
10
Properties=species:S:1:pos:R:3:forces:R:3:nbo_charge:R:1
C -0.8493 0.6890 2.3445 0.4 -0.9 -0.3 0.52
C -0.3220 0.9936 -1.2655 -1.2 5.9 2.5 -0.82
N -0.8948 1.4744 3.2444 -0.3 2.4 2.1 -0.72
N -0.5093 -0.0814 1.4908 -1.1 -0.9 -3.7 -0.63
O -2.2985 -0.6674 -1.0821 0.1 -0.7 -0.2 -0.84
S -1.7941 0.4705 -0.3571 1.3 1.0 2.7 1.36
H -0.7344 1.8148 -1.9444 0.7 -1.4 0.4 0.24
H -0.0597 0.1316 -1.6385 1.7 -4.3 -2.9 0.23
H 0.5332 1.4487 -0.6689 -1.4 -0.7 -0.4 0.27
H -1.4934 1.4280 4.0512 -0.1 -0.2 -0.1 0.40
```
Forces are in eV/Å.


# 6
Computed, not measured: one molecule with the formula C2H4N2OS, with the ωB97M-V functional and the def2-TZVPD basis.

## Properties
SMILES: O=CN/C=N\S
Net charge: 0
LUMO in eV: 0.47
HOMO in eV: -8.918
Orbital gap in eV: 9.384

XYZ file:
```
10
Properties=species:S:1:pos:R:3:forces:R:3:nbo_charge:R:1
O 0.1775 1.5162 -1.0707 1.1 -1.0 0.5 -0.60
C 0.9984 0.6928 -0.6720 -0.5 2.0 -1.8 0.53
N 0.7935 -0.2821 0.2049 -0.3 -1.0 1.2 -0.63
C -0.3091 -0.5396 1.0725 0.7 -0.3 -0.1 0.23
N -1.5412 -0.5330 0.8676 -0.7 0.2 -0.6 -0.55
S -2.4037 -0.2300 -0.5585 -0.1 -0.3 0.8 0.22
H 2.0544 0.6381 -1.0278 -0.4 0.4 -0.1 0.11
H 1.6699 -0.6768 0.5112 -0.2 -0.3 0.2 0.40
H 0.0593 -0.9149 2.0276 -0.2 0.2 0.1 0.17
H -1.4991 0.3293 -1.3546 0.4 0.2 -0.2 0.12
```
Forces are in eV/Å.


# 7
Computed, not measured: one molecule with the formula C2H4N2OS, with the ωB97M-V functional and the def2-TZVPD basis.

## Properties
SMILES: [S-][N+]1=NCCO1
Net charge: 0
LUMO in eV: -0.31
HOMO in eV: -8.441
Orbital gap in eV: 8.134

XYZ file:
```
10
Properties=species:S:1:pos:R:3:forces:R:3:nbo_charge:R:1
S 0.6606 -4.1484 1.1499 -0.4 2.8 -1.0 -0.21
N 0.4420 -2.2871 0.5630 2.0 -2.8 0.5 0.18
N 1.3610 -1.5589 0.1231 -1.2 -0.8 1.7 -0.12
C 0.8296 -0.2316 -0.0500 -0.6 3.0 -2.0 -0.33
C -0.6605 -0.3610 0.3620 -1.1 0.6 0.1 -0.13
O -0.8091 -1.7758 0.7331 1.1 1.3 0.0 -0.30
H 0.8567 -0.0657 -1.1812 0.0 -0.1 1.3 0.23
H 1.3660 0.7815 0.3345 -0.8 -3.1 -0.2 0.25
H -1.0112 0.3238 1.2163 0.6 -1.3 -1.2 0.22
H -1.3172 -0.2738 -0.5320 0.3 0.4 0.8 0.21
```
Forces are in eV/Å.


# 8
Computed, not measured: one molecule with the formula C2H4N2OS, with the ωB97M-V functional and the def2-TZVPD basis.

## Properties
SMILES: [H]/N=C(\N)C(=O)S
Net charge: 0
LUMO in eV: -0.20
HOMO in eV: -10.354
Orbital gap in eV: 10.159

XYZ file:
```
10
Properties=species:S:1:pos:R:3:forces:R:3:nbo_charge:R:1
H -1.1219 1.7605 -0.5248 -2.8 1.4 0.1 0.33
N -0.2144 1.4588 -0.6368 2.1 -6.5 2.5 -0.61
C -0.2238 0.2158 -0.0941 -0.9 2.1 0.4 0.35
N -1.4503 -0.6165 0.7275 2.3 -0.6 -5.0 -0.82
C 1.0498 -0.6746 -0.1436 -1.4 -1.9 -2.4 0.35
O 0.8178 -1.7944 -0.6677 1.7 3.3 2.2 -0.53
S 2.7134 0.0350 0.1918 -2.2 1.1 0.7 0.00
H -2.2551 -0.1360 0.3356 -0.4 0.5 0.4 0.35
H -1.5667 -1.5578 0.0644 1.0 2.7 2.3 0.39
H 2.2512 1.3091 0.7478 0.6 -2.2 -1.0 0.18
```
Forces are in eV/Å.


Calculated values (eV) of energy relative to the best compared isomer or geometry (same formula, charge and spin) for the records, taken in order: 4.331 4.446 4.702 4.834 4.223 1.832 5.631 3.431.
Calculated values (eV) of DFT total energy for the records, taken in order: -11258.23539 -11258.12074 -22092.13877 -22092.00658 -17998.43584 -18000.82743 -17997.02848 -17999.22847.